The following is a quantum chemistry calculation of a cluster of 2 separate species, C35H41N3O3 in total at a distorted geometry, from the Open Molecules 2025 dataset.

Last column: Mulliken charge in e.
Geometry (Å):
C1 6.199 -3.950 -0.262  -0.425
H1 -3.354 5.248 -0.824  0.459
H2 -1.168 -0.634 2.013  0.699
H3 -3.317 -3.054 4.577  0.300
C2 4.043 -3.696 -1.334  -0.503
C3 -0.448 0.137 1.728  -1.028
H4 3.675 -4.001 2.054  0.449
C4 -0.736 4.978 -1.513  -1.769
C5 -0.140 0.737 4.087  -0.330
H5 -0.543 -4.165 5.186  0.339
H6 -3.821 3.539 -0.776  0.309
H7 0.084 3.593 -3.689  0.471
H8 0.309 4.641 -1.456  0.365
C6 -1.457 3.794 0.509  -1.895
C7 3.417 -3.725 -0.063  0.663
C8 0.988 -1.270 -2.748  -0.928
H9 7.286 -3.998 -0.331  0.343
H10 -0.253 2.347 -1.600  1.001
C9 2.019 -3.429 0.084  -0.672
H11 3.017 2.847 3.200  0.389
H12 -3.478 -0.921 -3.418  0.628
O1 1.132 -2.726 3.975  -0.654
C10 5.576 -4.068 0.992  -0.470
C11 -1.773 0.593 -0.238  -1.494
C12 -1.362 -0.857 -3.146  0.249
H13 -0.035 1.630 6.032  0.380
H14 -0.574 -1.559 -1.274  0.426
H15 0.220 1.345 0.077  0.254
C13 -0.830 3.205 -4.147  -1.241
C14 1.536 2.364 4.708  -0.402
H16 -1.025 0.132 4.300  0.377
H17 -3.373 4.304 -2.324  0.338
C15 -1.334 2.533 -1.724  -1.784
H18 1.973 3.016 5.464  0.372
C16 -1.679 3.898 -0.992  2.153
C17 4.191 -3.949 1.095  -0.569
H19 -1.637 4.782 0.961  0.579
H20 -0.815 5.871 -0.877  0.435
C18 -0.334 -1.275 -2.301  0.278
C19 0.409 -2.750 1.697  -0.230
N1 -1.637 2.556 -3.143  0.791
C20 -0.590 0.727 0.478  0.877
C21 0.230 -0.687 -4.963  -0.650
H21 5.909 -3.696 -2.402  0.354
H22 -2.138 3.081 0.984  0.295
H23 3.413 -3.581 -2.220  0.412
C22 -1.202 -3.322 4.933  -0.157
C23 0.361 0.719 2.761  0.602
C24 1.532 1.461 2.457  -0.307
C25 0.222 -2.824 3.166  0.103
H24 -2.814 -4.720 4.950  0.298
C26 2.112 2.275 3.430  -0.726
H25 0.428 -0.472 -6.012  0.430
C27 5.428 -3.776 -1.425  -0.487
H26 -4.054 1.051 -2.054  0.362
N2 1.530 -3.191 1.262  -0.062
O2 -1.065 -3.039 3.511  -0.256
H27 -0.890 -2.438 5.503  0.251
O3 -3.181 1.702 -4.637  -0.695
H28 1.400 -3.379 -0.826  0.642
N3 -2.107 1.355 -1.298  0.828
H29 2.303 -1.023 -4.447  0.433
H30 -0.960 5.291 -2.538  0.378
H31 -0.423 3.513 0.741  0.378
H32 -1.388 4.026 -4.622  0.335
C28 -2.645 -3.666 5.182  -1.207
H33 1.793 -1.482 -2.046  0.862
H34 1.961 1.400 1.453  0.437
C29 -3.143 4.257 -1.253  -1.805
C30 -2.672 1.732 -3.522  -0.117
C31 -2.766 -0.635 -2.634  -1.627
C32 0.414 1.585 5.036  -0.802
H35 6.153 -4.246 1.900  0.366
H36 -1.901 -0.379 -5.171  0.428
H37 -2.901 -3.515 6.232  0.372
H38 -0.554 2.488 -4.935  0.279
H39 -0.448 -2.486 1.056  0.360
H40 -2.972 -1.233 -1.739  0.522
C33 1.274 -0.993 -4.087  -0.884
C34 -1.080 -0.630 -4.495  -0.325
C35 -3.009 0.847 -2.338  0.371
H41 -2.512 -0.157 0.066  0.480

The energy above the lowest of the compared OMol25 structures with the same formula, charge and spin comes out at 0.4415 eV. Its HOMO-LUMO gap is 3.8 eV.



The following is a quantum chemistry calculation of a structure of composition C28H38N6Ru at a distorted geometry, from the Open Molecules 2025 dataset.

Last column: Mulliken spin population.
Geometry (Å):
H1 -0.143 -4.470 -0.259  0.002
H2 1.198 1.299 4.216  0.009
H3 1.578 2.966 -4.436  -0.001
C1 0.619 2.331 -2.561  -0.004
C2 2.019 0.741 2.353  -0.079
C3 -4.857 0.019 1.860  -0.060
H4 -1.881 1.395 -2.176  0.006
C4 -3.515 -1.708 -0.313  0.151
H5 0.657 -0.953 -3.255  0.005
C5 -0.365 -3.534 0.260  0.002
H6 2.038 -1.772 -1.264  -0.023
H7 4.442 -1.467 1.269  0.012
H8 -6.499 -1.168 1.260  0.008
H9 -3.282 -2.469 -1.046  0.012
C6 4.227 -0.251 4.430  0.132
H10 2.951 -3.314 1.191  -0.001
N1 2.172 -0.615 0.435  0.230
H11 2.786 0.587 5.717  -0.002
H12 -1.132 3.532 3.008  -0.002
H13 3.620 -1.824 -0.535  0.014
H14 -1.234 -3.709 0.901  0.001
H15 2.008 0.183 -3.086  -0.005
H16 -0.036 2.943 -1.937  0.002
N2 0.146 0.929 -2.482  -0.037
H17 0.098 -2.290 -1.442  -0.018
C7 3.938 -0.885 2.031  0.141
C8 -5.459 -0.945 1.061  0.141
H18 4.893 -0.363 5.276  0.007
H19 -3.421 1.416 2.414  0.015
C9 -0.760 -2.486 -0.793  0.007
H20 1.633 2.383 -2.160  0.012
H21 2.236 -3.944 -0.282  0.002
C10 -1.396 1.483 -4.328  0.006
H22 0.867 -3.832 1.975  0.001
H23 5.616 -1.250 3.228  -0.003
C11 4.638 -0.783 3.228  -0.071
C12 0.670 2.715 2.210  0.004
C13 0.574 2.797 -4.046  0.013
C14 3.003 0.378 4.676  -0.042
C15 -1.270 0.864 -2.908  0.054
H24 -5.494 -2.347 -0.497  -0.003
N3 1.253 1.518 1.629  0.125
H25 -5.466 0.403 2.670  -0.003
C16 -4.849 -1.665 0.045  -0.060
C17 0.818 -3.133 1.139  -0.013
N4 -1.605 1.231 0.566  0.118
C18 2.724 -0.322 1.611  -0.033
H26 1.690 0.759 -5.341  0.000
C19 -3.624 0.615 1.714  0.155
C20 -0.834 2.634 2.462  -0.013
H27 0.014 3.727 -4.145  -0.001
H28 -1.903 0.800 -5.010  0.000
H29 -1.538 -2.921 -1.423  0.016
H30 0.612 -2.151 1.566  0.007
N5 -0.067 1.771 -4.855  0.001
C21 0.961 0.087 -3.381  0.024
Ru1 0.357 0.411 -0.204  3.890
C22 -2.412 -0.930 0.104  -0.041
C23 0.739 0.557 -4.848  0.009
H31 -1.071 1.766 3.084  0.004
H32 -1.966 2.411 -4.300  0.000
C24 2.186 -3.124 0.438  0.007
H33 -2.651 2.905 1.313  0.004
H34 -1.574 -0.184 -2.900  -0.002
H35 1.181 2.985 3.136  0.002
N6 -1.159 -1.224 -0.192  0.102
C25 2.062 0.812 3.780  0.109
H36 0.842 3.527 1.497  -0.011
C26 2.551 -1.811 -0.300  -0.008
C27 -1.627 2.557 1.155  0.019
H37 0.215 -0.203 -5.428  -0.001
C28 -2.574 0.369 0.791  -0.043
H38 -1.167 3.241 0.435  -0.003

Its HOMO-LUMO gap (spin up / spin down) is 7.5 / 5.6 eV. Its spin multiplicity is 6. Its total charge is +1. Its expectation value of S² is 8.84.



The following is a quantum chemistry calculation of a structure of composition C20H36AlBrF7N3O12S2 at a distorted geometry, from the Open Molecules 2025 dataset.

Last column: Mulliken charge in e.
Geometry (Å):
S1 -1.124 -5.481 3.711  0.913
F1 -4.890 -7.794 3.535  -0.017
C1 -1.800 0.055 -2.691  -0.559
O1 1.668 0.471 -5.277  -0.476
C2 5.413 2.501 0.537  -0.880
H1 1.616 0.644 6.731  0.323
C3 0.534 -1.098 -1.750  -0.474
Al1 0.466 -1.579 7.143  0.627
C4 0.249 -0.161 -0.436  0.137
S2 -2.854 -6.958 5.037  1.005
H2 4.735 2.227 -0.377  0.246
C5 -1.331 1.574 -3.209  -0.553
O2 3.622 1.416 2.124  -0.375
H3 2.441 0.096 0.160  0.070
C6 2.263 2.034 1.961  -1.215
O3 -0.275 1.405 1.692  -0.326
C7 2.524 -1.261 -6.569  -0.796
H4 -2.535 5.251 -6.308  0.329
H5 2.777 -2.315 -6.432  0.305
H6 1.394 -1.059 3.262  0.348
H7 -1.991 1.826 -4.151  0.502
O4 -1.423 4.362 -3.917  -0.566
O5 -0.128 -6.483 3.327  -0.635
C8 4.664 2.457 1.995  -0.253
H8 -0.148 -0.029 3.689  0.307
H9 2.563 0.078 4.702  0.266
H10 6.364 1.795 0.506  0.266
H11 -0.811 -0.503 -0.007  0.228
C9 1.084 0.898 1.931  1.642
H12 1.534 -1.288 1.084  0.242
H13 -2.706 -0.265 -3.401  0.399
C10 -4.635 -7.242 4.760  0.577
H14 -0.181 6.383 -0.898  0.265
H15 -0.011 3.478 0.705  0.204
H16 5.762 3.628 0.356  0.296
H17 -1.696 3.801 -7.871  0.225
H18 2.349 2.672 0.959  0.554
H19 0.632 -2.225 -1.368  0.176
C11 1.434 -0.182 0.702  -0.750
H20 -1.205 -2.139 -2.860  0.310
N1 -2.626 -5.980 3.810  -0.254
Br1 -4.604 -9.191 2.255  0.278
H21 -3.198 5.438 -1.481  0.320
H22 -0.222 1.417 -3.617  0.297
H23 1.596 -0.851 -2.229  0.218
F2 -5.197 -8.077 5.680  -0.191
C12 -2.068 5.095 -1.557  -0.263
C13 -1.334 -4.450 2.221  0.681
H24 0.273 -0.341 5.840  0.362
H25 2.169 2.774 2.893  0.418
H26 -0.465 4.937 -7.238  0.224
H27 -1.355 5.672 0.578  0.263
O6 -2.408 5.611 -7.202  -0.527
F3 -0.182 -3.836 1.824  -0.185
C14 0.908 0.660 5.771  -0.728
F4 -5.360 -6.083 4.800  -0.188
H28 -1.219 5.228 -8.828  0.247
O7 -1.368 2.587 -2.143  -0.123
O8 -0.682 -4.542 4.746  -0.648
H29 4.123 3.513 2.120  0.274
H30 0.200 0.962 -0.836  -0.108
F5 -2.256 -3.458 2.400  -0.244
H31 3.412 -0.683 -6.834  0.286
N2 2.001 -0.720 -5.286  0.818
H32 5.470 2.427 2.874  0.282
N3 1.750 0.716 4.492  -0.186
H33 -0.127 -0.991 -3.941  0.006
F6 -1.772 -5.173 1.146  -0.249
C15 0.998 0.038 3.363  -1.261
C16 -1.597 3.944 -2.661  0.540
F7 -3.498 2.006 -2.957  -0.616
O9 -2.783 -6.357 6.371  -0.634
C17 -1.121 5.745 -0.589  -0.716
O10 1.939 -1.498 -4.327  -0.497
H34 1.739 -1.148 -7.319  0.310
O11 -2.251 -8.288 4.930  -0.612
C18 -0.642 -1.087 -2.889  -0.319
O12 -0.814 3.561 2.734  -0.591
H35 0.226 1.630 5.739  0.357
H36 -2.275 0.085 -1.600  0.191
C19 -0.338 2.873 1.679  0.373
C20 -1.387 4.847 -7.817  -0.497

Its HOMO-LUMO gap is 1.2 eV.